115
Properties=species:S:1:pos:R:3:forces:R:3:mulliken_charge:R:1 method="wB97M-V/def2-TZVPD" molar_mass_g_mol=909.32 s2=6.08 spin_multiplicity=5 homo_lumo_gap_ev="6.03 / 4.06" fmax_ev_per_a=0.5 total_charge=+4
Pd -0.19082 -0.42082 0.19349 -0.1 -0.5 0.1 1.13
C -3.07752 6.60204 -0.39395 0.0 0.0 0.0 -2.23
C -3.09105 5.41965 0.57586 0.1 0.0 -0.1 1.97
C -2.59611 5.90211 1.95311 0.0 0.0 0.0 -1.33
C -4.53408 4.89916 0.70202 -0.1 0.0 0.0 -1.57
C -2.19496 4.27947 0.12464 -0.1 0.0 0.1 -1.33
C -2.14809 3.11447 0.89283 -0.1 0.1 0.0 -0.33
C -1.33209 2.07188 0.51406 0.0 0.0 0.2 -0.68
N -1.15883 0.88026 1.18460 0.1 0.2 -0.1 -0.49
C -1.40699 0.51746 2.49081 -0.1 0.1 0.0 -1.01
C -1.79925 1.35145 3.52160 0.1 0.0 -0.1 -0.20
C -2.05309 0.80474 4.77463 0.0 -0.1 0.1 -1.35
C -1.93552 -0.60696 4.95110 0.0 0.1 0.0 -0.50
C -1.52220 -1.48322 3.98519 -0.1 0.0 0.0 -0.12
C -1.16127 -0.89530 2.73063 0.1 -0.1 0.0 2.25
O -0.56763 -1.56848 1.78583 -0.1 0.3 -0.1 -1.15
C -1.47730 -2.98046 4.31533 -0.1 0.0 0.0 1.97
C -1.11213 -3.89439 3.14240 0.1 -0.1 -0.1 -1.39
C -0.46473 -3.21742 5.44331 0.1 0.0 0.1 -1.60
C -2.88119 -3.40470 4.79012 0.0 0.0 0.0 -1.70
C -2.46884 1.65444 5.95926 0.0 0.0 -0.1 1.78
C -1.44316 1.44832 7.09014 0.0 0.0 0.0 -1.62
C -3.86078 1.19611 6.43011 -0.1 0.0 0.0 -1.61
C -2.53045 3.14212 5.61360 0.0 0.0 0.0 -1.95
C -0.58566 2.15299 -0.72775 0.1 0.1 -0.2 1.96
O 0.06609 1.08670 -1.11110 0.0 0.1 0.1 -1.76
C -0.58398 3.36396 -1.49655 0.0 -0.1 0.0 -0.71
C -1.38586 4.37629 -1.04304 0.0 0.0 0.0 -0.21
C 0.27716 3.50786 -2.75295 0.0 0.1 0.0 2.49
C 0.08004 4.87897 -3.40675 0.0 0.0 0.0 -2.28
C -0.09444 2.44179 -3.79576 0.0 0.0 0.0 -1.51
C 1.76653 3.40380 -2.37592 -0.1 0.0 0.0 -1.30
H -3.74521 7.37516 -0.01611 0.0 0.0 0.0 0.45
H -3.43474 6.32275 -1.38775 0.0 0.0 0.0 0.47
H -2.08594 7.05001 -0.48690 0.0 0.0 0.0 0.42
H -3.23885 6.71401 2.29540 0.0 0.0 0.0 0.49
H -1.57420 6.28182 1.90133 0.0 0.0 0.0 0.36
H -2.63568 5.11249 2.70651 0.0 0.0 0.0 0.19
H -5.18462 5.72502 0.99080 0.0 0.0 0.0 0.47
H -4.63640 4.12548 1.46470 0.0 0.0 0.0 0.30
H -4.90049 4.50262 -0.24664 0.0 0.0 0.0 0.38
H -2.77611 3.03800 1.76493 0.0 0.0 0.0 1.27
H -1.87488 2.41562 3.37994 0.0 0.0 0.0 1.39
H -2.18337 -0.99517 5.92845 0.0 0.0 0.0 0.57
H -0.10954 -3.72270 2.75454 0.0 0.0 0.1 0.00
H -1.81407 -3.78563 2.30787 0.0 0.0 0.0 0.04
H -1.16029 -4.92600 3.49181 0.0 0.0 0.0 0.56
H 0.53831 -2.88978 5.15854 0.0 0.0 0.0 0.32
H -0.41689 -4.28033 5.68407 0.0 0.0 0.0 0.48
H -0.73704 -2.68738 6.35633 0.0 0.0 0.0 0.33
H -3.63210 -3.22087 4.01628 0.0 0.0 0.0 0.34
H -3.19565 -2.87610 5.68868 0.0 0.0 0.0 0.34
H -2.88435 -4.47002 5.02386 0.0 0.0 0.0 0.49
H -1.42112 0.41869 7.44832 0.0 0.0 0.0 0.35
H -1.71489 2.08058 7.93600 0.0 0.0 0.0 0.46
H -0.43763 1.72957 6.77162 0.0 0.0 0.0 0.37
H -3.87403 0.15263 6.74670 0.0 0.0 0.0 0.34
H -4.61064 1.33039 5.64804 0.0 0.0 0.0 0.38
H -4.16158 1.79763 7.28870 0.0 0.0 0.0 0.47
H -1.55993 3.53212 5.29643 0.0 0.0 0.0 0.40
H -2.82871 3.70208 6.49934 0.0 0.0 0.0 0.53
H -3.27283 3.35389 4.83876 0.0 0.0 0.0 0.35
H -1.42642 5.30087 -1.59490 0.0 0.0 0.0 0.80
H -0.94680 5.02589 -3.74443 0.0 0.0 0.0 0.46
H 0.72338 4.95390 -4.28491 0.0 0.0 0.0 0.46
H 0.34744 5.69850 -2.73818 0.0 0.0 0.0 0.46
H -1.13861 2.53640 -4.09706 0.0 0.0 0.0 0.37
H 0.06016 1.42499 -3.43214 0.0 0.0 0.0 0.16
H 0.51329 2.59511 -4.69169 0.0 0.0 0.0 0.40
H 2.05232 4.19227 -1.67792 0.0 0.0 0.0 0.40
H 2.37595 3.52416 -3.27631 0.0 0.0 0.0 0.35
H 2.01238 2.44783 -1.90935 0.0 -0.1 0.0 0.17
C 3.15074 -2.21359 1.92609 -0.1 0.1 -0.2 -0.52
O 2.88316 -1.57141 0.64135 0.0 -0.1 0.2 -0.26
C 3.85597 -0.99344 -0.00191 0.0 0.1 -0.2 0.42
C 5.17916 -0.93344 0.41380 0.1 0.0 0.1 -0.40
C 6.08558 -0.23357 -0.35725 -0.2 0.1 -0.2 -0.62
Br 7.84588 -0.08044 0.10995 0.2 0.0 0.1 0.04
C 5.67845 0.38951 -1.58083 0.1 -0.1 0.0 -0.70
C 4.37314 0.31256 -2.04336 -0.1 0.0 0.0 0.62
C 3.42708 -0.34426 -1.23927 0.0 -0.1 0.3 0.72
O 2.12763 -0.44802 -1.46657 0.0 0.1 -0.4 -0.58
C 4.11126 0.88818 -3.36089 0.1 0.1 0.0 0.23
N 4.94397 1.81142 -3.87606 -0.1 0.0 0.1 -0.57
C 4.48622 2.06614 -5.09838 0.0 0.0 -0.1 0.89
C 5.01549 2.96681 -6.08002 0.0 0.0 0.0 -0.81
C 4.38232 3.01128 -7.28340 0.0 0.0 0.0 -0.61
C 3.24595 2.19741 -7.53634 0.0 0.0 0.0 -0.46
C 2.68973 1.30815 -6.58394 0.1 0.1 -0.1 -0.65
C 3.32549 1.27000 -5.38164 -0.1 -0.1 0.1 0.43
N 3.11745 0.54501 -4.20803 0.1 0.0 -0.1 0.33
H 3.55679 -1.47490 2.61423 0.0 0.0 0.0 0.48
H 3.83477 -3.04626 1.77672 0.0 0.0 0.0 0.50
H 2.17614 -2.55890 2.25312 0.1 0.0 0.1 -0.34
H 5.48729 -1.41318 1.33190 0.1 0.0 0.0 0.61
H 6.42407 0.90373 -2.17405 -0.1 0.0 0.0 0.71
H 1.67593 0.35863 -1.80790 0.0 0.0 0.0 0.35
H 5.88746 3.56575 -5.85195 0.0 0.0 0.0 0.53
H 4.73546 3.66086 -8.07270 0.0 0.0 0.0 0.48
H 2.77786 2.25753 -8.51167 0.0 0.0 0.0 0.46
H 1.82796 0.70530 -6.83501 0.0 0.0 0.0 0.52
H 2.48971 -0.23706 -4.10721 -0.1 0.0 0.0 0.24
N -4.25367 -4.58763 -0.45590 0.0 0.1 0.0 -0.24
C -4.21625 -3.15508 -0.96274 0.0 -0.2 0.0 -0.85
C -3.00288 -2.36713 -0.47115 -0.1 0.0 0.0 -0.11
N -1.72097 -2.64522 -1.10152 0.2 0.0 0.1 -0.33
H -5.12369 -5.04717 -0.73829 0.0 0.0 0.0 0.39
H -4.20647 -4.63077 0.56451 0.0 0.0 0.0 0.28
H -3.48659 -5.15090 -0.82725 0.0 0.0 0.0 0.36
H -5.14337 -2.69815 -0.62120 0.0 0.0 0.0 0.41
H -4.24500 -3.22904 -2.04835 0.0 0.1 0.0 0.40
H -2.88576 -2.47829 0.61097 0.0 0.0 0.0 0.01
H -3.25901 -1.31717 -0.62552 0.0 0.0 -0.1 0.18
H -1.75199 -2.61724 -2.11282 -0.1 0.0 0.0 0.27
H -1.30648 -3.52229 -0.81316 0.0 0.0 0.0 0.23